Entry 1:
Below is 5 unconnected molecules or ions with the total composition C19H35F4NO4PS, with properties calculated with wB97M-V/def2-TZVPD.

## Properties
Net charge   +1
Calculated total energy   -2239.2515 Eh
Multiplicity   1
Kohn-Sham gap   5.43 eV

Positions of all 65 atoms, in Å:
F -0.33 3.00 0.79
C -0.97 1.99 0.10
F -0.10 1.09 -0.52
C -1.99 2.52 -1.00
F -1.74 3.87 -1.32
F -1.96 1.83 -2.21
P -3.74 2.42 -0.28
N -4.25 0.83 0.19
C -3.57 -0.10 -0.39
S -2.66 -1.23 -1.16
H -1.55 1.39 0.88
H -4.62 3.04 -1.24
H -3.71 3.21 0.93
C 4.03 3.56 -2.11
C 3.06 3.51 -0.94
C 2.93 2.02 -0.70
O 4.18 1.42 -1.08
C 4.96 2.40 -1.79
H 4.55 4.51 -2.20
H 3.50 3.36 -3.04
H 3.51 3.99 -0.07
H 2.10 3.99 -1.15
H 2.15 1.58 -1.33
H 2.71 1.78 0.34
H 5.77 2.72 -1.13
H 5.39 1.95 -2.68
C -2.66 -6.47 -0.07
C -3.26 -6.72 -1.44
C -4.24 -5.57 -1.57
O -3.70 -4.47 -0.82
C -2.61 -4.95 -0.02
H -1.68 -6.93 0.07
H -3.34 -6.84 0.70
H -2.48 -6.63 -2.21
H -3.73 -7.70 -1.54
H -5.21 -5.83 -1.13
H -4.40 -5.27 -2.61
H -1.68 -4.57 -0.47
H -2.69 -4.56 0.99
C 9.01 4.29 1.41
C 8.41 4.03 0.05
C 7.39 5.15 -0.06
O 7.90 6.26 0.68
C 9.02 5.81 1.46
H 10.00 3.86 1.54
H 8.35 3.90 2.19
H 9.17 4.14 -0.73
H 7.96 3.04 -0.05
H 6.43 4.86 0.38
H 7.21 5.45 -1.10
H 9.93 6.22 1.01
H 8.93 6.20 2.48
C -6.92 -2.62 1.78
C -5.94 -3.49 1.01
C -5.71 -4.63 1.99
O -6.92 -4.78 2.74
C -7.77 -3.66 2.49
H -7.51 -1.96 1.14
H -6.39 -2.01 2.50
H -6.42 -3.87 0.10
H -5.03 -2.98 0.73
H -4.90 -4.39 2.69
H -5.47 -5.57 1.48
H -8.60 -4.00 1.86
H -8.17 -3.29 3.44

---

Entry 2:
Below is 5 unconnected molecules or ions with the total composition C5H20N8O5, with properties calculated with wB97M-V/def2-TZVPD.

## Properties
Calculated total energy   -1016.9089 Eh
SMILES string   NC(N)=O.NC(N)=O.NC(N)=O.NC(N)=O.CO
Multiplicity   1
Kohn-Sham gap   8.87 eV

Positions of all 38 atoms, in Å:
C -0.94 -3.65 2.08
O -2.13 -3.11 1.53
H -0.27 -4.02 1.30
H -0.43 -2.83 2.59
H -1.15 -4.44 2.80
H -2.23 -3.34 0.60
C 0.20 0.19 0.04
O 0.40 0.45 1.23
N -0.17 1.13 -0.85
N 0.18 -1.11 -0.39
H -0.28 0.87 -1.82
H -0.43 2.07 -0.59
H 0.32 -1.81 0.32
H 0.45 -1.27 -1.35
C 2.91 -2.57 -2.52
O 2.11 -1.66 -2.68
N 2.69 -3.86 -2.93
N 4.14 -2.35 -1.94
H 3.29 -4.58 -2.57
H 1.77 -4.09 -3.27
H 4.79 -3.11 -1.84
H 4.33 -1.44 -1.59
C 0.90 3.57 3.03
O 0.93 4.71 3.46
N 2.02 2.79 2.91
N -0.24 2.95 2.57
H 1.97 1.90 2.43
H 2.90 3.22 3.12
H -1.14 3.32 2.79
H -0.14 1.99 2.26
C -2.97 2.68 -1.02
O -2.17 3.17 -0.24
N -3.15 3.18 -2.29
N -3.80 1.66 -0.67
H -2.57 3.95 -2.57
H -3.89 2.83 -2.88
H -3.68 1.28 0.25
H -4.50 1.34 -1.30

---

Entry 3:
Below is a molecular structure, BF4H16O8, with properties calculated with wB97M-V/def2-TZVPD.

## Properties
Net charge   -1
Calculated total energy   -1035.5622 Eh
Multiplicity   1
Kohn-Sham gap   8.24 eV

Positions of all 29 atoms, in Å:
B -0.05 0.39 -0.48
F 1.25 -0.08 -0.52
F 0.00 1.73 -0.46
F -0.78 -0.06 -1.53
F -0.70 -0.21 0.65
O -1.74 1.70 -2.43
H -1.32 1.07 -1.84
H -2.24 1.16 -3.04
O -2.47 -0.80 0.64
H -1.76 -0.24 0.32
H -2.04 -1.62 0.88
O 2.50 0.97 0.92
H 3.23 1.48 0.56
H 1.89 0.88 0.20
O -0.24 2.74 1.10
H -0.16 3.46 0.47
H -0.21 1.95 0.56
O 1.50 -1.06 -2.51
H 0.80 -0.51 -2.17
H 2.26 -0.48 -2.55
O 0.31 -0.12 2.45
H -0.06 -0.39 1.60
H -0.46 0.13 2.97
O -1.23 -2.57 0.80
H -0.41 -2.22 0.45
H -0.98 -2.98 1.63
O 0.79 -1.71 0.56
H 0.60 -0.82 0.27
H 1.74 -1.79 0.50

---

Entry 4:
Below is 7 unconnected molecules or ions with the total composition C12H36ClO6, with properties calculated with wB97M-V/def2-TZVPD.

## Properties
Net charge   -1
Calculated total energy   -1390.2335 Eh
Multiplicity   1
Kohn-Sham gap   9.33 eV

Positions of all 55 atoms, in Å:
Cl -0.05 -0.08 -0.28
C 3.70 -3.61 0.10
C 2.56 -2.66 0.04
O 2.41 -1.99 1.28
H 3.82 -4.25 -0.84
H 3.70 -4.17 1.10
H 4.58 -3.03 0.11
H 1.78 -3.08 -0.30
H 2.87 -1.89 -0.70
H 1.75 -1.38 1.19
C -5.39 -0.73 -0.61
C -3.94 -0.56 -0.37
O -3.16 -0.24 -1.44
H -5.74 0.05 -1.37
H -6.03 -0.57 0.28
H -5.66 -1.76 -1.01
H -3.61 -1.26 0.08
H -3.64 0.17 0.33
H -2.08 -0.18 -1.17
C 3.86 2.98 -0.83
C 2.58 2.16 -1.12
O 1.54 2.67 -0.55
H 3.68 3.98 -1.16
H 4.72 2.58 -1.35
H 4.20 2.94 0.25
H 2.78 1.12 -0.55
H 2.51 1.99 -2.31
H 0.79 2.08 -0.54
C 3.15 -1.98 -4.25
C 1.88 -1.94 -3.42
O 1.39 -0.51 -3.37
H 3.97 -1.50 -4.01
H 2.66 -1.59 -5.20
H 3.45 -3.01 -4.42
H 2.08 -2.29 -2.52
H 1.09 -2.40 -3.78
H 0.98 -0.42 -2.56
C -1.62 4.13 2.63
C -1.15 3.03 1.65
O -2.15 2.71 0.65
H -2.54 3.80 3.24
H -2.04 4.89 2.19
H -0.72 4.51 2.99
H -0.70 2.17 2.08
H -0.52 3.82 1.13
H -1.91 1.89 0.03
C -3.27 -0.96 3.66
C -1.99 -0.34 3.12
O -1.52 -1.22 2.15
H -3.85 -0.31 4.41
H -2.93 -1.76 4.30
H -3.84 -1.60 2.99
H -1.18 -0.21 3.95
H -2.19 0.48 2.43
H -1.07 -0.69 1.68

---

Entry 5:
Below is a molecular structure, C3H7OS, with properties calculated with wB97M-V/def2-TZVPD.

## Properties
Net charge   -1
Calculated total energy   -591.8046 Eh
Multiplicity   1
Kohn-Sham gap   6.08 eV

Positions of all 12 atoms, in Å:
C -1.57 -0.56 0.29
O -2.63 0.12 0.03
C -0.40 -0.50 -1.36
C -0.28 0.80 -0.95
S 2.31 0.04 0.91
H -0.88 -0.18 1.10
H -1.66 -1.69 0.48
H -1.17 -0.78 -2.12
H 0.38 -1.20 -1.05
H 0.63 1.34 -1.16
H -1.16 1.40 -0.59
H 1.37 0.94 0.66

---

Entry 6:
Below is 2 unconnected molecules or ions with the total composition C5H6IN, with properties calculated with wB97M-V/def2-TZVPD.

## Properties
Calculated total energy   -546.3323 Eh
Multiplicity   1
Kohn-Sham gap (alpha / beta)   6.71 / 8.69 eV

Positions of all 13 atoms, in Å:
C -0.60 2.02 1.43
C -1.21 0.78 1.21
C 0.07 -0.21 -0.20
C -0.10 -1.68 -0.26
C 0.83 0.53 -1.13
N 0.05 2.98 1.50
I -1.93 -0.51 2.66
H -0.89 -2.00 0.25
H 0.81 -2.20 0.17
H -0.12 -2.05 -1.42
H 1.95 0.49 -0.74
H 0.51 1.55 -1.23
H 0.61 0.31 -2.22

---

Entry 7:
Below is a molecular structure, C37H31N4O3PdSTe, with properties calculated with wB97M-V/def2-TZVPD.

## Properties
Net charge   -1
Calculated total energy   -2667.4642 Eh
Multiplicity   1
Kohn-Sham gap   5.96 eV

Positions of all 78 atoms, in Å:
Pd 1.91 0.72 0.71
N -0.05 2.79 4.01
C 0.92 2.30 3.14
S 1.68 0.81 3.54
N 1.16 3.13 2.15
N 2.03 2.65 1.20
C 2.75 3.50 0.58
C 3.81 3.17 -0.37
C 4.40 4.22 -1.08
C 5.51 4.04 -1.87
C 6.08 2.76 -1.93
C 5.53 1.71 -1.23
C 4.36 1.86 -0.44
O 3.88 0.82 0.16
H -0.43 2.06 4.59
H -0.74 3.35 3.53
H 2.61 4.55 0.85
H 3.96 5.21 -0.98
H 5.94 4.86 -2.42
H 6.97 2.59 -2.53
H 5.97 0.72 -1.27
C -4.07 -3.11 1.50
C -3.01 -2.07 1.26
C -3.31 -0.71 1.20
C -2.35 0.26 1.03
C -2.76 1.69 1.08
O -2.12 2.57 1.61
C -4.07 2.07 0.40
C -4.76 3.17 0.91
C -5.92 3.61 0.31
C -6.41 2.96 -0.82
C -5.73 1.87 -1.34
C -4.57 1.42 -0.72
C -0.96 -0.08 0.92
O -0.11 0.85 0.84
C -0.65 -1.49 0.87
C -1.68 -2.42 1.09
C 0.69 -2.00 0.58
N 1.74 -1.29 0.35
C 3.00 -1.93 -0.04
C 3.03 -2.34 -1.50
Te 3.03 -0.83 -3.03
C 1.11 -0.03 -2.70
C 1.00 1.31 -2.33
C -0.25 1.87 -2.10
C -1.39 1.09 -2.21
C -1.28 -0.25 -2.58
C -0.04 -0.80 -2.83
C 0.83 -3.50 0.60
C 0.41 -4.29 -0.46
C 0.52 -5.67 -0.41
C 1.05 -6.28 0.73
C 1.45 -5.50 1.80
C 1.34 -4.11 1.74
H -5.06 -2.66 1.56
H -3.90 -3.66 2.43
H -4.10 -3.85 0.69
H -4.35 -0.41 1.32
H -4.34 3.68 1.77
H -6.45 4.46 0.71
H -7.32 3.30 -1.30
H -6.10 1.37 -2.22
H -4.04 0.57 -1.13
H -1.44 -3.47 1.11
H 3.18 -2.83 0.56
H 3.81 -1.23 0.17
H 2.23 -3.03 -1.74
H 3.97 -2.86 -1.70
H 1.89 1.91 -2.20
H -0.32 2.90 -1.77
H -2.36 1.52 -2.01
H -2.17 -0.86 -2.66
H 0.05 -1.84 -3.14
H -0.02 -3.81 -1.33
H 0.19 -6.27 -1.24
H 1.14 -7.35 0.77
H 1.85 -5.96 2.69
H 1.65 -3.50 2.58

---

Entry 8:
Below is a gas-phase ion, C2H3N4 (charge +1), with properties calculated with wB97M-V/def2-TZVPD.

## Properties
Net charge   +1
Calculated total energy   -296.5001 Eh
SMILES string   [H]/N=N/N=C\[N+]#C
Multiplicity   1
Kohn-Sham gap (alpha / beta)   7.45 / 7.46 eV

Positions of all 9 atoms, in Å:
C -0.64 1.48 -1.98
C -0.81 -0.23 -0.40
N -0.55 0.62 -1.31
N -0.31 -0.37 0.90
N 0.69 -0.71 1.32
N 1.55 -1.25 1.87
H -1.82 -0.74 -0.57
H 0.05 2.04 -2.57
H 1.83 -0.84 2.75

---

Entry 9:
Below is 2 unconnected molecules or ions with the total composition C4H10O2S, with properties calculated with wB97M-V/def2-TZVPD.

## Properties
Calculated total energy   -706.7938 Eh
Multiplicity   1
Kohn-Sham gap (alpha / beta)   5.93 / 5.94 eV

Positions of all 17 atoms, in Å:
C 0.61 -1.21 -0.29
C 0.41 1.34 -0.17
C -0.66 -0.40 1.50
C -0.31 0.02 0.07
O -0.98 1.46 -3.54
O -0.40 0.39 -3.00
S -1.94 -0.16 -0.73
H 0.03 -2.17 -0.08
H 0.69 -1.26 -1.36
H 1.65 -1.17 0.33
H 1.27 1.32 0.44
H -0.26 2.10 0.34
H 0.49 1.48 -1.17
H 0.30 -0.59 2.14
H -1.08 0.41 2.14
H -1.26 -1.40 1.49
H -1.69 1.34 -4.17

---

Entry 10:
Below is C2H6N4O in the gas phase, with properties calculated with wB97M-V/def2-TZVPD.

## Properties
Calculated total energy   -373.9288 Eh
SMILES string   N/N=C\O/C=N\N
Multiplicity   1
Kohn-Sham gap   9.22 eV

Positions of all 13 atoms, in Å:
C 1.60 -0.20 0.42
C -0.46 0.84 0.32
H 0.49 -2.75 1.40
H 0.20 -1.80 -0.20
H 2.37 0.60 0.52
H -0.40 0.87 1.39
H -2.29 1.64 -1.86
H -1.07 0.64 -2.03
N 0.31 -1.85 0.97
N 1.63 -1.17 1.21
N -1.41 1.58 -0.22
N -1.40 1.51 -1.58
O 0.43 0.10 -0.33

---

Entry 11:
Below is 7 unconnected molecules or ions with the total composition C35H64N7O2S, with properties calculated with wB97M-V/def2-TZVPD.

## Properties
Net charge   +1
Calculated total energy   -2303.5256 Eh
Multiplicity   1
Kohn-Sham gap   8.70 eV

Positions of all 109 atoms, in Å:
C -1.98 2.03 2.24
C -1.15 2.87 1.18
O -1.76 3.52 0.36
O 0.24 2.90 1.15
C 0.83 1.60 1.33
C 0.33 0.51 0.31
C 1.08 -0.89 0.51
C 0.07 -2.03 0.04
C -0.49 -1.78 -1.42
S -2.17 -0.96 -1.50
H -1.37 1.19 2.69
H -2.82 1.52 1.68
H -2.38 2.70 3.05
H 1.94 1.74 1.19
H 0.67 1.23 2.38
H -0.76 0.29 0.57
H 0.46 0.88 -0.74
H 1.20 -1.01 1.63
H 2.06 -0.94 -0.03
H 0.70 -2.98 -0.02
H -0.72 -2.25 0.81
H -0.57 -2.76 -1.97
H 0.25 -1.14 -1.97
H -2.56 -0.51 -0.24
H -3.12 -1.74 -2.09
C 3.66 4.06 5.05
C 4.39 4.83 3.95
C 3.44 5.65 3.07
C 2.47 4.75 2.39
N 1.72 4.04 1.87
H 2.97 3.33 4.63
H 4.38 3.52 5.67
H 3.10 4.74 5.69
H 4.95 4.13 3.34
H 5.11 5.51 4.41
H 4.01 6.20 2.31
H 2.89 6.38 3.67
C -0.23 3.54 8.59
C 0.05 4.52 7.45
C -0.74 4.21 6.18
C -0.39 2.85 5.68
N -0.12 1.80 5.30
H 0.06 2.52 8.32
H 0.33 3.82 9.48
H -1.29 3.54 8.84
H 1.13 4.50 7.23
H -0.19 5.53 7.78
H -0.51 4.94 5.40
H -1.81 4.25 6.38
C 5.94 -2.40 1.85
C 6.64 -1.60 0.76
C 5.68 -0.77 -0.09
C 4.71 -1.67 -0.78
N 3.96 -2.36 -1.31
H 5.25 -3.13 1.42
H 6.67 -2.95 2.45
H 5.37 -1.74 2.52
H 7.21 -2.28 0.12
H 7.37 -0.92 1.23
H 6.23 -0.21 -0.84
H 5.13 -0.06 0.53
C -6.53 -1.99 -0.08
C -6.85 -3.41 0.37
C -5.69 -4.08 1.11
C -4.50 -4.17 0.21
N -3.59 -4.24 -0.48
H -5.70 -1.97 -0.79
H -7.39 -1.54 -0.57
H -6.26 -1.36 0.78
H -7.13 -4.00 -0.50
H -7.72 -3.38 1.03
H -5.97 -5.09 1.42
H -5.42 -3.51 2.00
C 1.89 2.52 -2.88
C 3.24 2.43 -3.60
C 4.27 1.59 -2.83
C 4.53 2.20 -1.50
N 4.73 2.66 -0.47
H 1.98 3.01 -1.91
H 1.18 3.10 -3.47
H 1.47 1.52 -2.72
H 3.63 3.44 -3.75
H 3.09 1.99 -4.59
H 5.20 1.54 -3.39
H 3.90 0.57 -2.70
C -2.55 1.07 -6.08
C -1.09 0.68 -6.25
C -0.83 -0.79 -5.89
C -1.19 -1.04 -4.47
N -1.46 -1.24 -3.37
H -2.88 0.98 -5.04
H -2.70 2.11 -6.37
H -3.20 0.45 -6.70
H -0.47 1.33 -5.62
H -0.79 0.85 -7.28
H 0.23 -1.03 -6.04
H -1.42 -1.46 -6.53
C -3.32 -5.63 -3.32
C -3.60 -7.01 -3.91
C -3.81 -6.99 -5.42
C -4.98 -6.13 -5.76
N -5.89 -5.47 -6.01
H -4.17 -4.96 -3.47
H -3.15 -5.70 -2.25
H -2.44 -5.18 -3.79
H -4.48 -7.44 -3.41
H -2.75 -7.67 -3.68
H -3.99 -8.00 -5.79
H -2.93 -6.59 -5.93

---

Entry 12:
Below is C5H9NO in the gas phase, with properties calculated with wB97M-V/def2-TZVPD.

## Properties
Calculated total energy   -325.8307 Eh
SMILES string   N/C=C/CCC=O
Multiplicity   1
Kohn-Sham gap   9.40 eV

Positions of all 16 atoms, in Å:
O 1.74 -1.75 -2.38
C 0.96 -0.83 -2.20
C 0.93 -0.34 -0.79
C -0.42 -0.60 -0.18
C -0.49 0.24 1.06
C -1.32 1.15 1.50
N -1.27 1.81 2.72
H 0.10 -0.45 -2.78
H 0.98 0.77 -0.81
H 1.59 -0.88 -0.04
H -0.46 -1.67 0.20
H -1.24 -0.35 -0.89
H 0.40 -0.06 1.63
H -2.24 1.49 0.85
H -1.81 2.73 2.49
H -0.33 2.15 3.05